The following is a quantum chemistry calculation of 2 unconnected molecules or ions with the total composition C10H23BBrN2O3Si2, from the Open Molecules 2025 dataset.

The largest force on an atom is 5.2 eV/Å. Its frontier orbital gap is 5.716 eV. The calculation puts the HOMO energy at -11.881 eV. The lowest unoccupied orbital energy comes out at -6.165 eV.

```
! RIJCOSX wB97M-V def2-TZVPD def2/J DEFGRID3
* xyz 1 1
O -0.585 -4.031 0.822
B 0.473 -4.651 1.694
O 0.956 -6.040 1.501
C 1.035 -3.700 2.929
C 1.028 -2.030 2.828
C 1.581 -1.224 4.186
Br 1.621 0.777 4.343
C 2.071 -2.254 5.410
N 2.057 -3.740 5.337
N 1.571 -4.313 4.201
H -1.205 -3.548 1.476
H 0.529 -6.549 2.270
H 0.656 -1.465 1.863
H 2.487 -1.734 6.399
H 1.561 -5.381 4.198
O -0.226 2.354 -1.210
Si -1.232 1.173 -0.549
C -0.603 -0.539 -1.021
C -2.983 1.379 -1.214
C -1.321 1.251 1.324
Si 0.265 2.812 -2.756
C 1.440 4.275 -2.756
C -1.235 3.287 -3.789
C 1.144 1.375 -3.599
H -0.687 -0.698 -2.099
H -1.181 -1.316 -0.516
H 0.448 -0.647 -0.737
H -3.338 2.400 -1.045
H -3.669 0.684 -0.712
H -3.015 1.174 -2.287
H -1.717 2.215 1.660
H -0.335 1.103 1.771
H -1.983 0.464 1.699
H 0.970 5.158 -2.313
H 1.722 4.525 -3.784
H 2.355 4.049 -2.201
H -1.875 2.420 -3.966
H -0.925 3.683 -4.760
H -1.824 4.053 -3.276
H 0.451 0.549 -3.782
H 1.963 1.008 -2.975
H 1.557 1.691 -4.562
*
```

And the Löwdin charges, in e, turn out to be: 0.06 -0.35 0.07 0.08 0.09 -0.46 0.72 0.00 0.07 0.01 0.13 0.13 0.12 0.15 0.19 -0.30 0.39 -0.17 -0.16 -0.17 0.39 -0.17 -0.16 -0.17 0.03 0.02 0.03 0.04 0.04 0.02 0.04 -0.01 0.03 0.03 0.04 0.03 0.02 0.04 0.04 0.02 0.03 0.04